# C34H99N8O10

A 9-piece molecular cluster, C34H99N8O10 overall in a non-equilibrium geometry (ωB97M-V with the def2-TZVPD basis set, OMol25).

The net charge is +7. Its total energy is -2542.24387 Ha. As for the multiplicity: 1. The value obtained for the molar mass is 780.2 g/mol.

Geometry (Å):
O (-1.908, 6.697, 2.265)
O (-0.494, 4.455, -6.289)
O (3.304, -2.870, 2.595)
O (-1.000, 1.326, 0.836)
O (-5.418, 1.589, -5.064)
O (-3.737, -6.057, 1.342)
O (6.007, -0.059, -0.298)
O (0.160, -4.632, -3.047)
O (-0.464, 1.274, -1.328)
O (-0.075, 2.930, 3.699)
N (6.975, -2.566, -1.092)
N (-2.203, 1.106, 3.781)
N (3.924, -4.832, 4.741)
N (-5.591, 3.070, -2.716)
N (-1.297, 4.262, 0.876)
N (0.124, -3.032, -5.356)
N (-1.775, -5.034, 3.007)
N (-0.905, 2.779, -4.073)
C (-0.184, 5.211, 1.345)
C (3.797, -2.469, 3.859)
C (-5.279, 1.611, -6.519)
C (0.951, -1.053, -4.066)
C (-0.564, -0.847, -0.279)
C (-2.065, 2.266, 4.791)
C (-0.494, 5.864, -6.392)
C (1.460, 3.100, -3.422)
C (4.654, 0.109, -0.688)
C (0.977, 4.962, 0.383)
C (-4.230, 1.900, -4.400)
C (1.897, -2.665, 2.365)
C (0.278, 3.732, -4.128)
C (-0.792, 6.589, 1.415)
C (1.350, 3.033, 3.732)
C (1.335, -5.420, -3.317)
C (-5.153, 0.637, -2.370)
C (-4.181, -5.457, 2.534)
C (0.347, -3.266, -2.858)
C (-4.597, 1.929, -2.943)
C (-0.631, 0.712, -0.209)
C (-1.628, 6.656, 3.664)
C (-4.363, -7.307, 1.001)
C (6.033, -2.476, 0.087)
C (-3.090, -3.208, 1.840)
C (-3.124, -4.391, 2.815)
C (-0.580, 2.534, 4.961)
C (6.168, -1.089, 0.668)
C (6.365, -3.569, 1.086)
C (3.596, -3.358, 5.088)
C (4.349, -2.990, 6.357)
C (0.894, -2.563, -4.115)
C (-2.801, 1.878, 6.060)
C (0.619, 3.939, -5.589)
H (-5.200, 4.001, -2.889)
H (0.044, 4.674, -3.634)
H (0.352, -1.159, -0.778)
H (-4.136, -2.948, 1.673)
H (1.518, 4.529, -5.778)
H (-0.336, 3.266, 5.734)
H (2.324, 3.768, -3.461)
H (6.477, -4.539, 0.596)
H (-0.907, 7.443, 3.883)
H (5.367, -2.693, 6.100)
H (1.879, -5.031, -4.178)
H (6.822, -1.722, -1.658)
H (-1.832, -5.737, 3.752)
H (0.998, -6.443, -3.442)
H (0.257, 6.289, -7.058)
H (-0.456, -2.379, -5.877)
H (-3.741, 2.799, -4.806)
H (-6.157, 0.339, -2.675)
H (1.632, 3.565, 4.647)
H (-3.473, 1.119, -4.581)
H (-1.481, -5.582, 2.190)
H (-0.714, 2.047, -4.760)
H (1.911, -2.911, -4.295)
H (-2.770, 0.818, 6.329)
H (-0.039, -0.593, -3.922)
H (-3.327, -3.954, 3.797)
H (4.393, -3.790, 7.097)
H (-6.301, 1.510, -6.872)
H (7.952, -2.567, -0.776)
H (5.018, -2.636, -0.276)
H (5.602, -3.649, 1.853)
H (-6.372, 3.019, -3.388)
H (-1.107, -4.301, 3.225)
H (1.840, 5.574, 0.650)
H (-4.150, -7.485, -0.048)
H (1.999, -5.397, -2.446)
H (-0.093, 1.607, 5.302)
H (6.856, -3.364, -1.720)
H (-2.595, 3.037, 4.229)
H (7.157, -0.915, 1.107)
H (-3.868, 2.094, 5.994)
H (0.774, -3.502, -6.000)
H (-5.445, -7.208, 1.111)
H (3.559, -1.435, 4.132)
H (3.846, -2.183, 6.889)
H (1.924, 2.257, -3.950)
H (5.532, -0.890, 1.537)
H (1.374, -0.557, -4.936)
H (1.699, 3.664, 2.919)
H (-0.376, -3.897, -5.079)
H (-4.031, -8.142, 1.619)
H (1.367, -0.714, -3.113)
H (3.228, -5.257, 4.131)
H (-4.254, -6.172, 3.362)
H (3.985, -5.434, 5.569)
H (-1.708, 4.559, -0.016)
H (-0.052, 7.295, 1.821)
H (-2.716, -2.285, 2.293)
H (1.105, -3.087, -2.084)
H (-0.425, 6.365, -5.414)
H (4.398, -0.740, -1.342)
H (-1.459, -1.242, -0.754)
H (-5.984, 3.131, -1.775)
H (-2.584, 6.745, 4.174)
H (1.884, 2.081, 3.764)
H (1.553, -1.798, 2.939)
H (-5.162, -4.997, 2.383)
H (-2.126, 4.492, 1.441)
H (4.841, -4.857, 4.287)
H (1.354, 3.958, 0.588)
H (0.695, 5.182, -0.644)
H (1.251, 2.805, -2.394)
H (-4.782, 2.549, -6.755)
H (0.843, 2.956, -6.024)
H (-4.764, 0.709, -6.856)
H (7.338, -3.397, 1.555)
H (-3.190, 0.996, 3.544)
H (1.883, -2.252, 1.349)
H (-1.286, 5.667, 4.006)
H (4.606, 1.018, -1.284)
H (-0.030, 4.797, 2.341)
H (-5.164, 0.694, -1.280)
H (-4.515, -0.192, -2.679)
H (-1.810, 1.338, 2.848)
H (4.883, -2.371, 3.724)
H (-2.402, 2.435, 6.907)
H (-1.716, 0.300, 4.162)
H (-0.479, -1.272, 0.726)
H (-1.469, 6.225, -6.723)
H (-1.790, 3.189, -4.370)
H (-2.626, -3.438, 0.883)
H (-0.633, -2.849, -2.624)
H (-1.026, 7.087, 0.471)
H (1.182, -3.489, 2.344)
H (3.898, 0.141, 0.103)
H (-3.779, 2.162, -2.254)
H (2.517, -3.413, 5.262)
H (-1.053, 3.252, 0.797)
H (-0.963, 2.384, -3.112)

Atomic partial charges in e from the Mulliken method, atoms 1 to 99: -0.372 -0.309 -0.338 -1.130 -0.411 -0.296 -0.442 -0.506 -0.499 0.068 -0.124 0.001 -0.234 -0.223 0.190 -0.127 -0.215 0.151 1.149 -0.673 -0.709 -1.445 -0.156 0.278 -0.729 -1.517 -0.644 -1.627 -0.698 -0.853 0.401 -0.887 -0.734 -0.644 -1.559 -0.898 -0.074 0.491 0.095 -0.450 -0.798 0.228 -1.274 0.260 -1.145 -0.630 -1.254 0.181 -1.348 0.177 -1.371 -0.867 0.356 0.302 -0.131 0.466 0.479 0.550 0.497 0.493 0.377 0.360 0.310 0.376 0.388 0.293 0.334 0.345 0.508 0.390 0.437 0.375 0.395 0.403 0.247 0.357 0.143 0.383 0.458 0.301 0.390 0.202 -0.072 0.377 0.224 0.443 0.243 0.266 0.420 0.375 0.318 0.442 0.425 0.401 0.342 0.460 0.380 0.282 0.332

=====

# C35H103Cl2N18O11P5

A 9-piece molecular cluster, C35H103Cl2N18O11P5 overall in a non-equilibrium geometry (ωB97M-V with the def2-TZVPD basis set, OMol25).

The net charge is 0. Its total energy is -5835.46502 Ha. As for the multiplicity: 1. The value obtained for the molar mass is 1178.1 g/mol. The SMILES is CN(C)P(=O)(N(C)C)N(C)C.CN(C)P(=O)(N(C)C)N(C)C.CN(C)P(=O)(N(C)C)N(C)C.CN(C)P(=O)(N(C)C)N(C)C.CN(C)P(=O)(N(C)C)N(C)C.C[N+](=O)[O-].C[N+](=O)[O-].C[N+](=O)[O-].ClCCCl.

Geometry (Å):
Cl (-6.812, 2.095, -0.381)
Cl (-4.402, 4.556, -1.152)
P (4.625, 4.588, 2.112)
P (-0.791, 0.124, -0.398)
P (-7.472, -1.943, 3.642)
P (1.472, -8.115, 0.545)
P (3.581, 0.923, -5.818)
O (6.106, -0.347, 1.944)
O (4.139, -0.467, -5.644)
O (-7.334, -1.805, 5.130)
O (4.926, 3.187, 1.609)
O (1.333, 1.980, 4.737)
O (-0.519, -0.431, -1.745)
O (4.690, -0.234, 0.274)
O (-2.405, 3.600, -6.042)
O (1.634, -0.098, 4.542)
O (0.654, -9.084, 1.287)
O (-0.490, 3.501, -5.105)
N (4.360, 2.142, -4.892)
N (-6.454, -0.953, 2.727)
N (3.521, 4.761, 3.510)
N (-9.055, -1.556, 3.086)
N (3.875, 1.652, -7.295)
N (2.225, -8.731, -0.870)
N (2.778, -7.452, 1.455)
N (-7.246, -3.563, 3.049)
N (0.968, 0.852, 4.871)
N (-1.707, 3.356, -5.082)
N (-2.283, 1.042, -0.457)
N (3.953, 5.567, 0.888)
N (0.696, -6.848, -0.239)
N (5.991, 5.527, 2.522)
N (1.833, 0.937, -5.664)
N (0.479, 1.141, 0.114)
N (4.987, -0.113, 1.466)
N (-1.012, -1.017, 0.842)
C (7.212, 5.625, 1.667)
C (2.512, -6.421, 2.534)
C (1.453, 1.651, -0.784)
C (0.061, -1.561, 1.509)
C (-6.204, -1.283, 1.308)
C (2.139, 4.883, 3.368)
C (-9.442, -1.826, 1.712)
C (-8.041, -4.661, 3.685)
C (1.198, -5.463, -0.170)
C (3.313, 6.887, 1.270)
C (-2.765, 2.098, 0.459)
C (2.457, -10.161, -0.959)
C (-9.899, -0.509, 3.698)
C (-5.858, -3.987, 2.947)
C (-7.103, 3.891, -0.564)
C (3.784, 5.203, -0.523)
C (-6.151, 4.417, -1.624)
C (3.219, 2.924, -7.672)
C (3.905, 3.951, 4.667)
C (-0.653, -6.987, -0.825)
C (5.894, 6.542, 3.647)
C (-0.416, 0.525, 5.299)
C (1.031, 0.470, -6.754)
C (1.377, 0.804, -4.251)
C (-2.322, -1.755, 0.963)
C (3.910, 0.269, 2.408)
C (5.147, 1.220, -7.985)
C (-3.428, 0.533, -1.304)
C (3.160, -7.974, -1.711)
C (3.907, -8.313, 1.901)
C (-2.319, 2.600, -4.048)
C (5.807, 2.017, -4.519)
C (-6.179, 0.400, 3.119)
C (3.818, 3.443, -4.581)
C (0.364, 2.039, 1.237)
H (2.729, -5.410, 2.190)
H (-1.366, -7.272, -0.052)
H (7.543, 4.654, 1.300)
H (2.411, 3.282, -7.035)
H (-7.981, -5.625, 3.179)
H (0.566, -2.324, 0.917)
H (-2.662, 3.314, -3.299)
H (-8.166, 4.035, -0.756)
H (1.557, 0.922, -1.588)
H (-3.296, 2.174, -4.275)
H (0.849, -0.583, -6.539)
H (-0.313, 2.885, 1.120)
H (3.506, -10.404, -1.130)
H (-0.154, -1.939, 2.509)
H (-3.822, 1.378, -1.869)
H (-0.999, 1.198, 4.670)
H (-6.141, 3.845, -2.552)
H (2.278, 6.682, 1.543)
H (6.057, 2.692, -3.701)
H (-10.528, -1.823, 1.627)
H (1.785, -10.828, -1.499)
H (5.574, 0.251, -7.728)
H (5.337, 6.280, 4.546)
H (-7.676, -4.750, 4.708)
H (2.810, 4.818, -0.825)
H (0.819, -0.801, 1.696)
H (1.512, 4.423, 4.132)
H (3.989, 6.056, -1.169)
H (-3.824, 2.323, 0.331)
H (2.953, 2.751, -8.714)
H (-4.251, 0.065, -0.763)
H (-9.018, -2.808, 1.504)
H (2.014, 1.367, -3.569)
H (2.736, 3.530, -4.482)
H (4.173, 4.190, -5.292)
H (-6.722, 4.308, 0.368)
H (7.059, 6.396, 0.911)
H (-7.057, 0.984, 2.843)
H (5.838, 1.012, -4.098)
H (3.863, 7.359, 2.084)
H (-6.314, -0.465, 0.595)
H (-2.200, 3.010, 0.269)
H (-9.090, -4.373, 3.756)
H (2.952, -6.943, -2.000)
H (-9.032, -0.973, 1.170)
H (3.764, -0.655, 2.967)
H (-9.790, 0.399, 3.105)
H (-1.740, 1.737, -3.718)
H (-6.473, 5.410, -1.938)
H (8.020, 6.073, 2.245)
H (-2.151, -2.808, 1.188)
H (0.330, 1.013, -4.032)
H (6.386, 2.118, -5.437)
H (3.993, 3.684, -7.783)
H (5.411, 7.471, 3.343)
H (-1.115, -6.052, -1.144)
H (-5.435, -3.853, 1.952)
H (4.954, 1.261, -9.057)
H (3.207, 7.487, 0.366)
H (3.253, 4.269, 5.481)
H (3.009, 0.591, 1.887)
H (-2.856, -1.178, 1.717)
H (4.171, 3.697, -3.582)
H (4.047, -8.427, 2.976)
H (-5.421, 0.865, 2.488)
H (1.696, 5.879, 3.345)
H (-0.646, -7.660, -1.682)
H (2.253, -5.404, -0.437)
H (-9.789, -0.457, 4.782)
H (-0.610, 0.910, 6.300)
H (-6.837, -2.067, 0.892)
H (2.292, -10.481, 0.070)
H (0.773, -4.831, -0.950)
H (-0.079, 1.452, 2.041)
H (-10.901, -0.937, 3.730)
H (1.622, 0.281, -7.650)
H (4.026, -7.671, -1.123)
H (4.236, 1.141, 2.975)
H (3.681, 2.890, 4.559)
H (-2.615, 1.783, 1.492)
H (-5.667, -5.050, 3.093)
H (4.943, 4.108, 4.959)
H (3.055, -6.672, 3.446)
H (1.447, -6.405, 2.767)
H (-2.980, -0.109, -2.062)
H (1.087, 2.584, -1.213)
H (-0.791, -0.473, 5.072)
H (0.055, 0.955, -6.788)
H (1.891, 4.401, 2.422)
H (3.427, -8.586, -2.572)
H (2.372, 1.677, -0.199)
H (-2.872, -1.718, 0.022)
H (-5.810, 0.476, 4.141)
H (6.883, 6.839, 3.997)
H (4.416, 4.372, -0.837)
H (5.974, 1.884, -7.734)
H (0.972, -5.004, 0.793)
H (-5.339, -3.517, 3.782)
H (1.360, 2.384, 1.513)
H (1.465, -0.250, -3.985)
H (-5.196, -1.690, 1.222)
H (4.873, -7.949, 1.550)
H (3.746, -9.318, 1.509)

Atomic partial charges in e from the Mulliken method, atoms 1 to 99: -0.151 -0.150 0.218 -0.218 0.482 0.196 0.457 -0.619 -0.894 -0.855 -0.735 -0.502 -0.872 -0.565 -0.582 -0.509 -0.825 -0.491 0.393 0.569 0.355 0.209 0.249 0.250 0.197 0.097 0.985 0.992 0.800 0.416 0.467 0.263 0.815 0.649 1.121 0.800 -0.979 -1.076 -0.772 -0.591 -0.329 -1.081 -0.963 -1.128 -1.277 -0.846 -0.709 -1.167 -1.102 -1.142 -0.554 -1.303 -0.545 -1.075 -1.148 -1.072 -0.971 -0.919 -1.216 -0.608 -1.428 -0.193 -1.066 -0.914 -1.006 -1.032 -0.904 -0.998 -0.848 -0.642 -0.414 0.307 0.345 0.267 0.285 0.387 0.195 0.321 0.438 0.011 0.408 0.414 0.169 0.450 0.485 0.223 0.335 0.294 0.273 0.355 0.417 0.266 0.302 0.278 0.424 0.386 -0.191 0.418 0.424